The following is a quantum chemistry calculation of a gas-phase ion, C5H7N2 (charge +1), from the OMol25 dataset.

Results
**DFT total energy**: -303.77012 hartree
**Net charge**: +1
**Kohn-Sham gap (spin up / spin down)**: 6.781 / 6.400 eV

Last column: Mulliken charge in e.
Atoms and positions in Å:
C -0.84 1.18 0.00  -0.731
C 0.51 1.05 -0.08  0.193
C -1.77 0.19 0.02  0.531
C -2.73 -0.64 0.01  -0.415
C 2.51 -0.11 0.06  -0.094
N 0.46 -1.23 -0.10  -0.859
N 1.19 -0.18 -0.04  0.531
H -1.23 2.19 0.13  0.346
H 1.14 1.93 -0.12  0.268
H -2.75 -1.51 0.66  0.292
H -3.58 -0.58 -0.66  0.279
H 3.08 -1.02 0.13  0.243
H 3.02 0.83 0.02  0.198
H 0.99 -2.10 -0.05  0.219